(1)
Density functional theory data (ωB97M-V/def2-TZVPD) for a structure of composition C29H33FeN3O.

As for the net charge: -1. The calculation puts the HOMO energy (alpha / beta) at 0.0234 / -0.1386 Ha. The multiplicity is 6. As for the total energy: -71507.84784 eV. For the energy above the lowest of the compared OMol25 structures with the same formula, charge and spin, the calculation gives 0.0 kJ/mol. The maximum force is 7.646 eV/A.

Each line ends with the Löwdin charge.
Geometry (Å):
Fe1 0.1010 -0.0085 1.1391  0.467
N1 0.3515 -2.7592 3.5838  0.017
N2 0.0280 -1.9884 0.0488  -0.087
C1 0.7505 1.8254 0.6014  -0.275
C2 1.8725 0.9646 0.9270  -0.267
C3 1.6799 0.4898 2.2807  -0.282
C4 2.6271 -0.3422 3.1005  -0.043
H1 3.4376 -0.7451 2.4768  0.068
H2 2.0841 -1.1802 3.5712  0.056
H3 3.0912 0.2568 3.9016  0.080
C5 0.4488 1.0345 2.7858  -0.297
C6 -0.0534 0.9022 4.1909  -0.024
H4 0.4307 1.6442 4.8471  0.080
H5 0.1644 -0.0980 4.5908  0.077
H6 -1.1365 1.0730 4.2338  0.072
C7 -0.1337 1.8612 1.7399  -0.321
C8 -1.3164 2.7656 1.9077  -0.038
H7 -2.0562 2.3189 2.5848  0.072
H8 -1.7977 2.9693 0.9400  0.069
H9 -1.0077 3.7337 2.3376  0.084
C9 3.0580 0.6923 0.0528  -0.031
H10 3.8987 1.3763 0.2478  0.081
H11 2.7951 0.8072 -1.0071  0.056
H12 3.4308 -0.3285 0.2115  0.074
C10 0.5865 2.6471 -0.6438  -0.021
H13 -0.4775 2.8422 -0.8390  0.069
H14 0.9980 2.1290 -1.5226  0.066
H15 1.0932 3.6242 -0.5633  0.085
C11 -0.2611 -3.4978 4.5206  -0.235
H16 0.2298 -3.5391 5.4971  0.064
C12 -1.4634 -4.1833 4.2890  -0.166
H17 -1.9283 -4.7370 5.1045  0.066
C13 -2.0350 -4.1475 3.0123  -0.189
H18 -2.9529 -4.6763 2.7680  0.057
C14 -1.3714 -3.4218 2.0206  -0.119
H19 -1.7184 -3.3832 0.9891  0.085
C15 -0.1895 -2.7412 2.3595  -0.344
C16 0.5556 -1.8954 1.3850  -0.228
H20 1.6309 -2.1089 1.4289  0.112
C17 -0.2895 -0.7710 -0.5242  -0.125
C18 0.3750 -2.9069 -0.9321  -0.030
H21 0.6635 -3.9126 -0.6938  0.120
C19 0.1837 -2.2939 -2.1144  -0.064
H22 0.2371 -2.6882 -3.1127  0.109
N3 -0.1829 -0.9771 -1.8548  -0.005
C20 -0.4015 0.0461 -2.8227  -0.131
C21 0.6104 0.3691 -3.7369  -0.202
C22 0.4017 1.4613 -4.5904  -0.012
H23 1.1833 1.7329 -5.3057  0.115
C23 -0.7833 2.2024 -4.5366  -0.275
C24 -1.0196 3.3389 -5.4903  -0.066
H24 -1.5637 4.1522 -4.9959  0.076
H25 -1.6209 3.0295 -6.3576  0.081
H26 -0.0720 3.7338 -5.8711  0.072
C25 -1.7717 1.8524 -3.6125  -0.008
H27 -2.7041 2.4246 -3.5766  0.120
C26 -1.5930 0.7748 -2.7393  -0.196
C27 -2.6444 0.4192 -1.7444  -0.035
H28 -2.8172 -0.6587 -1.6713  0.097
H29 -3.5924 0.8765 -2.0434  0.080
H30 -2.4280 0.7968 -0.7373  0.069
C28 1.9107 -0.3747 -3.7909  -0.049
H31 1.8253 -1.3179 -4.3463  0.080
H32 2.3417 -0.6020 -2.8071  0.074
H33 2.6501 0.2381 -4.3203  0.077
O1 -2.7263 -0.7300 1.6946  0.122
C29 -1.6166 -0.3913 1.5337  -0.083

Force components x, y, z for each atom (eV/Å):
Fe -0.6303 -2.2665 -0.9736
N 1.3320 0.7761 -0.0268
N 0.7706 -0.1243 -2.3362
C 1.2785 1.6720 0.8065
C 0.6988 2.0097 1.0189
C 1.3282 1.8198 0.6636
C -0.1170 -0.1222 0.0006
H -0.1999 0.0411 0.1675
H 0.1829 0.1349 -0.1983
H -0.1169 -0.0439 -0.2483
C 0.9451 1.8008 0.7844
C 0.0584 -0.0917 0.0401
H -0.1395 -0.1344 -0.1208
H -0.1487 0.1690 -0.1440
H 0.1845 -0.1182 0.0638
C 1.4919 2.2333 0.7347
C -0.0127 -0.0364 -0.0577
H 0.0536 0.1209 -0.2016
H -0.0002 -0.0511 0.2710
H -0.1329 -0.2514 -0.1054
C -0.0345 -0.1836 -0.1236
H -0.2160 -0.0843 0.0432
H 0.0621 -0.0870 0.1595
H -0.0575 0.1625 -0.1303
C -0.0620 -0.1842 -0.1192
H 0.2578 -0.0356 -0.0585
H -0.1384 0.1751 0.1631
H -0.1121 -0.2760 0.0295
C -1.7295 -1.2402 0.6938
H -0.2155 -0.0148 -0.1248
C 1.1360 0.4188 0.7202
H 0.0894 0.0535 -0.1222
C -1.0908 -0.6243 0.2410
H 0.0673 0.0309 0.1936
C 1.7630 0.9290 -0.6815
H -0.0805 -0.0233 0.2268
C -0.7958 -0.5336 -1.1170
C -0.1924 -2.9019 1.5967
H -0.0814 -0.0058 -0.2795
C -0.0440 -2.3189 -2.7491
C -0.5549 0.1728 0.3116
H 0.0287 -0.0809 0.0788
C 0.1470 -0.4504 -0.6868
H 0.1005 0.0646 -0.0674
N -0.2373 -0.0312 -0.0805
C 0.1416 0.1672 0.1484
C -0.3638 0.3584 -0.0022
C -0.3506 -0.2102 0.2426
H -0.2280 -0.0447 0.2219
C 0.0011 -0.2586 0.0270
C -0.0400 0.2610 -0.1490
H 0.1267 -0.0967 -0.1100
H 0.1345 -0.0086 0.2013
H -0.1532 -0.0108 0.0508
C 0.3084 -0.2479 -0.0171
H 0.2999 -0.1741 0.0293
C 0.2412 0.2152 -0.4440
C -0.8108 0.2013 0.2037
H 0.1842 0.1304 0.0749
H 0.0374 -0.0312 -0.0356
H 0.1238 -0.1761 -0.2097
C 0.5940 -0.0391 -0.2000
H -0.0141 0.1388 0.1801
H -0.3403 0.0015 -0.1405
H -0.1254 -0.1092 0.0405
O 2.5507 1.0292 -0.5727
C -7.1527 -1.5647 2.2041

(2)
Density functional theory data (ωB97M-V/def2-TZVPD) for a structure of composition C29H27BiNPS.

As for the net charge: +2. The calculation puts the HOMO energy at -0.5141 Ha. As for the total energy: -57950.64013 eV. For the energy above the lowest of the compared OMol25 structures with the same formula, charge and spin, the calculation gives 94.5 kJ/mol. The maximum force is 3.280 eV/A.

Each line ends with the Löwdin charge.
Geometry (Å):
Bi1 -17.0199 -1.9751 1.9795  1.463
C1 -13.5195 -2.8771 4.3951  -0.054
C2 -13.6785 -1.4844 4.4438  -0.088
C3 -14.8680 -0.9070 4.8121  -0.137
C4 -15.9749 -1.6979 5.0427  -0.215
C5 -15.8398 -3.0827 5.1149  -0.132
C6 -14.6044 -3.6677 4.7893  -0.082
H1 -12.5717 -3.3519 4.1337  0.119
H2 -12.8328 -0.8864 4.1263  0.112
H3 -14.9545 0.1729 4.8552  0.109
H4 -17.0021 -1.2669 5.2228  0.123
H5 -16.6930 -3.7064 5.3663  0.114
H6 -14.6077 -4.7363 4.7614  0.102
C7 -15.2228 -4.9092 0.8913  -0.018
C8 -16.5908 -4.8699 0.2828  -0.311
C9 -16.9365 -5.8715 -0.6479  0.013
C10 -18.1256 -5.8267 -1.3115  0.048
C11 -19.0496 -4.7761 -1.0863  -0.150
C12 -20.2503 -4.6743 -1.8215  0.009
C13 -21.1303 -3.6687 -1.4931  -0.046
C14 -20.8038 -2.7550 -0.5088  -0.117
C15 -19.7035 -2.9092 0.3373  -0.622
S1 -19.6421 -1.7091 1.6200  0.589
C16 -18.6925 -3.8678 -0.0633  -0.234
N1 -17.4615 -3.9254 0.5711  -0.049
H7 -14.7181 -5.7868 0.4745  0.096
H8 -15.2580 -4.9833 1.9750  0.079
H9 -14.6038 -4.0596 0.6598  0.080
H10 -16.1941 -6.6800 -0.8178  0.142
H11 -18.3762 -6.5703 -2.0590  0.139
H12 -20.3586 -5.3449 -2.6786  0.136
H13 -22.0688 -3.4772 -2.0204  0.132
H14 -21.5024 -1.8967 -0.3435  0.129
C17 -14.8390 0.9902 1.3965  -0.197
P1 -16.3091 0.1207 0.6761  0.805
C18 -15.8557 -0.3800 -1.0172  -0.400
C19 -16.7765 -1.1166 -1.7027  -0.126
C20 -16.4654 -1.6579 -2.9449  -0.052
C21 -15.2483 -1.3897 -3.5065  -0.040
C22 -14.3239 -0.5679 -2.8345  -0.032
C23 -14.5805 -0.1973 -1.5324  -0.072
C24 -17.4415 1.5412 0.6300  -0.383
C25 -17.8433 2.1562 1.8295  -0.081
C26 -18.8656 3.1069 1.7924  -0.074
C27 -19.4106 3.5397 0.6350  -0.048
C28 -18.9796 2.9850 -0.5974  -0.013
C29 -17.9807 1.9676 -0.5999  -0.055
H15 -14.7699 1.9555 0.8671  0.090
H16 -13.9304 0.4222 1.3025  0.044
H17 -14.9833 1.1677 2.4430  0.026
H18 -17.7227 -1.3331 -1.2571  0.088
H19 -17.2077 -2.1690 -3.5352  0.118
H20 -14.9875 -1.7730 -4.4854  0.123
H21 -13.3576 -0.4174 -3.3143  0.126
H22 -13.7889 0.3000 -0.9533  0.114
H23 -17.3366 1.9207 2.7590  0.104
H24 -19.2130 3.4716 2.7321  0.114
H25 -20.1251 4.3559 0.6865  0.125
H26 -19.4150 3.2890 -1.5495  0.117
H27 -17.6627 1.6034 -1.5556  0.098

Force components x, y, z for each atom (eV/Å):
Bi -1.6476 -1.9359 0.7700
C -0.6658 -0.1267 0.5033
C 1.2326 -0.8108 -0.5504
C -0.4009 0.7623 -0.5662
C -1.8255 -0.1610 0.8453
C 0.5101 0.0446 -0.5830
C -0.8125 0.5917 -0.2453
H -0.2842 0.3133 -0.0281
H -0.0282 0.2073 0.2953
H 0.0150 -0.0075 0.0056
H 1.3138 -0.2415 0.0976
H 0.1342 0.0557 0.0000
H 0.5436 -0.5288 0.1509
C -0.1446 -0.5940 -0.0340
C 0.2445 -0.2036 -0.4406
C 0.6985 -0.8033 0.0149
C 0.0356 0.1714 -0.3979
C 0.6797 -0.2474 0.2341
C -0.0096 0.2277 0.0099
C -0.1725 -0.3142 -1.2521
C -0.3279 0.7562 1.6084
C 0.4531 0.0115 -1.8252
S 2.1859 -0.1048 0.4997
C -1.4594 0.6666 0.9071
N -0.5925 1.4462 0.1439
H 0.0599 0.2067 0.3711
H -0.0838 -0.1511 0.1677
H 0.1041 0.5872 -0.3048
H -0.7729 0.6503 0.0364
H 0.0762 -0.0779 0.0589
H -0.3677 0.1443 0.4674
H 0.4317 -0.3781 -0.0688
H 0.6915 -0.9020 0.0233
C -0.3414 -0.3467 -0.5803
P 1.2645 2.7105 -1.3455
C 0.4257 -0.0486 1.5411
C -0.4680 -0.8355 -0.7582
C -0.6594 0.3292 -0.0376
C 0.9453 0.8707 -0.2287
C 0.2184 -1.4774 -0.3872
C 0.8693 1.2344 0.0532
C -0.6170 -0.1400 -0.4227
C -0.1181 -0.3824 -0.8330
C 1.3218 -0.9590 1.4193
C -0.1907 0.1357 -2.2774
C 0.7129 -0.6121 0.7460
C -1.4579 1.2947 0.8544
H 0.0103 -0.4615 0.1681
H 0.3944 -0.2654 -0.1487
H -0.2565 0.1968 0.6024
H -0.7668 0.0029 0.1296
H -0.1501 -0.3664 0.1750
H -0.0973 0.0330 0.0166
H -0.1858 0.2246 0.3300
H -0.5053 -0.1186 -0.3426
H -0.2695 -0.1276 0.1133
H -0.1224 0.5005 0.4608
H -0.1228 -0.2862 -0.2945
H 0.1842 0.0958 0.3256
H 0.1677 -0.4556 -0.1934

(3)
Density functional theory data (ωB97M-V/def2-TZVPD) for a cluster of 2 separate species, C8H16ClN5O5P in total.

As for the net charge: +1. The calculation puts the HOMO energy at -0.3870 Ha. As for the total energy: -48050.33534 eV. The maximum force is 1.244 eV/A.

Each line ends with the Löwdin charge.
Geometry (Å):
C1 4.4293 -2.3915 1.3221  0.053
N1 3.1122 -1.7718 1.2603  -0.028
N2 2.9404 -0.4119 1.2097  0.162
C2 1.6295 -0.1821 1.1150  -0.245
P1 0.8085 1.4397 0.9128  0.432
O1 0.2903 1.5265 -0.4368  -0.196
O2 1.9119 2.4979 1.2762  -0.073
O3 -0.2372 1.4607 2.0923  -0.065
N3 0.9438 -1.3178 1.1376  0.206
C3 1.8700 -2.2913 1.2358  -0.296
N4 1.5544 -3.5770 1.3134  0.117
C4 0.1724 -4.0274 1.2836  -0.137
C5 -0.6625 -3.2468 2.2724  -0.862
O4 -0.3063 -2.9562 3.3502  0.085
Cl1 -2.2478 -2.8404 1.6696  0.740
H1 4.3307 -3.4474 1.1080  0.098
H2 5.0513 -1.9725 0.5390  0.108
H3 4.8683 -2.2340 2.2992  0.109
H4 3.6970 0.2535 1.1943  0.189
H5 1.9934 2.6971 2.2196  0.110
H6 -0.2917 0.6296 2.5850  0.099
H7 2.2827 -4.2645 1.3788  0.152
H8 0.1656 -5.0614 1.6176  0.147
H9 -0.2451 -4.0092 0.2843  0.119
C6 -3.4419 4.3556 -3.3256  -0.360
O5 -4.5218 4.7309 -3.7324  0.020
N5 -3.1822 3.1040 -2.8974  -0.201
C7 -1.8749 2.7032 -2.4151  -0.075
C8 -4.2604 2.1316 -2.9250  -0.044
H10 -2.5639 5.0228 -3.2696  0.132
H11 -1.4745 1.8963 -3.0324  0.089
H12 -1.9361 2.3575 -1.3848  0.067
H13 -1.1903 3.5472 -2.4593  0.083
H14 -4.6316 2.0021 -3.9418  0.093
H15 -5.0926 2.4671 -2.3056  0.092
H16 -3.8908 1.1798 -2.5508  0.081

Force components x, y, z for each atom (eV/Å):
C -0.1403 0.2221 -0.1445
N 0.0153 -0.0298 -0.0278
N -0.4563 -0.0170 -0.1028
C 0.0287 -0.4485 0.1801
P -0.6723 -0.0112 -0.5284
O 0.2184 0.0425 -0.0540
O 0.3252 -0.0536 0.2752
O 0.4157 -0.1623 0.2449
N 0.2761 0.3291 -0.0174
C -0.1087 0.2851 -0.0189
N 0.2964 -0.2188 -0.0627
C 0.2231 -0.1683 -0.1980
C -0.6345 -0.1450 -0.7138
O 0.4960 0.3572 1.0831
Cl -0.1908 -0.0519 -0.0577
H -0.0735 -0.1664 0.0876
H 0.1340 0.1114 -0.0489
H 0.1216 -0.0710 0.1442
H 0.2235 -0.0874 -0.0486
H -0.0559 0.1934 -0.0384
H -0.3330 0.0420 0.0618
H 0.0293 -0.0607 0.0904
H -0.0357 -0.1334 0.0605
H -0.0564 0.2252 -0.1405
C -0.0102 0.1480 -0.0382
O -0.0040 -0.0275 0.0066
N 0.1418 -0.0994 0.0627
C -0.3065 -0.0278 -0.1340
C 0.0024 0.0952 -0.0245
H 0.0014 -0.0153 0.0011
H 0.0839 -0.0082 0.0504
H 0.0627 -0.0254 0.0467
H 0.0045 0.0303 -0.0020
H -0.0231 -0.0191 0.0057
H -0.0199 -0.0214 -0.0073
H 0.0208 -0.0123 0.0075

(4)
Density functional theory data (ωB97M-V/def2-TZVPD) for a structure of composition C8H19CoN2O7.

As for the net charge: -1. The calculation puts the HOMO energy (alpha / beta) at -0.1599 / -0.1564 Ha. The multiplicity is 4. As for the total energy: -63539.78871 eV. The maximum force is 3.147 eV/A.

Each line ends with the Löwdin charge.
Geometry (Å):
Co1 0.5925 -0.2710 1.7781  0.829
N1 1.6182 2.1595 2.1405  -0.586
O1 2.3870 1.4151 1.4908  -0.057
O2 1.7908 3.3494 2.1979  0.030
O3 0.6046 1.6363 2.7709  -0.088
O4 -0.6710 -1.2390 3.0559  -0.364
C1 0.1473 -2.2882 3.4515  -0.420
C2 1.0555 -2.9336 2.3569  -0.396
O5 1.6452 -2.0551 1.4081  -0.357
H1 -0.4595 -3.1250 3.8730  0.089
H2 0.7472 -1.9294 4.3417  0.095
H3 0.4766 -3.7441 1.8549  0.079
H4 1.8126 -3.4796 2.9419  0.082
C3 -0.9400 3.5195 -3.4115  -0.096
O6 -0.7958 2.9146 -2.0778  -0.196
C4 0.4923 2.2948 -1.9431  -0.246
C5 0.6663 1.6771 -0.6473  -0.213
N2 -0.0622 0.4612 -0.2153  -0.033
C6 0.0922 -0.7065 -1.1812  -0.167
C7 -1.2679 -1.1855 -1.6464  -0.182
O7 -2.0966 -1.4710 -0.4585  -0.219
C8 -1.6804 -2.6409 0.3257  -0.065
H5 -0.8278 2.7370 -4.1726  0.075
H6 -0.1506 4.2702 -3.5794  0.075
H7 -1.9133 4.0572 -3.5865  0.093
H8 1.2340 3.1158 -2.1838  0.148
H9 0.5328 1.5156 -2.7037  0.105
H10 0.4264 2.4639 0.0632  0.120
H11 1.7428 1.5274 -0.5155  0.122
H12 -1.0242 0.6094 -0.1534  0.090
H13 0.7087 -1.5070 -0.6829  0.109
H14 0.7221 -0.3352 -1.9808  0.100
H15 -1.2468 -1.9689 -2.3788  0.108
H16 -1.6673 -0.2914 -2.1297  0.114
H17 -2.5859 -3.1335 0.6961  0.087
H18 -1.1284 -2.2159 1.2032  0.050
H19 -0.9770 -3.2033 -0.3018  0.087

Force components x, y, z for each atom (eV/Å):
Co 0.1035 -0.9240 0.5342
N -0.5000 -0.5018 0.8188
O -0.5590 -0.5082 0.5408
O 0.2001 1.0665 0.0187
O 1.0832 -0.3670 -1.2358
O 0.8174 0.4429 -1.4151
C -0.0133 -0.0382 0.9660
C 0.2160 0.0942 -0.0982
O -1.5478 0.9199 1.1350
H 0.1010 0.0768 -0.1426
H 0.1278 -0.3998 -0.6984
H 0.0242 0.3760 -0.0491
H 0.2760 -0.0233 -0.0980
C 0.0280 -0.2033 0.8383
O -0.7178 0.8867 -1.3691
C -1.0346 1.1117 -2.7561
C 0.6460 0.3295 2.2641
N 2.1446 -1.1968 -1.1431
C 1.3575 -0.4087 1.2140
C -0.2888 1.1350 2.1527
O 0.2952 -0.1385 -1.6667
C 0.8919 1.9988 0.0446
H -0.0756 0.0812 0.0319
H -0.0337 -0.2095 0.1513
H 0.7684 -0.8479 0.7974
H -0.2183 -1.1414 0.5523
H 0.3801 0.0335 -0.5850
H -0.0788 -0.0163 0.4029
H -0.2914 -0.3141 -0.0348
H -1.9341 0.6374 0.3142
H -0.7235 0.6450 -0.1907
H -0.1028 -0.1930 -0.5735
H 0.1013 -0.8090 -0.1409
H -0.7882 -0.1707 0.0399
H 0.2964 -0.1964 -0.4627
H -0.4888 -0.6999 -0.5455
H -0.4622 -0.5276 0.3882